Record 1
This record from OMol25 describes C5H12O4 as an isolated structure. The level of theory is the ωB97M-V functional and the def2-TZVPD basis.

Last column: natural (NBO) charge in e.
Element x y z (Å)
1 O 2.10888 -0.42057 -0.26888  -0.752
2 O 0.74357 1.39855 -1.48711  -0.734
3 O -0.94272 -0.83447 2.17927  -0.744
4 O 0.17006 -2.36375 0.12079  -0.750
5 C -1.25049 0.17532 1.27102  -0.050
6 C -0.36744 -1.18470 -0.63404  -0.084
7 C -0.56602 1.25026 -0.83881  -0.084
8 C -0.26983 0.18293 0.12625  -0.165
9 C 1.26634 0.37569 0.64959  -0.081
10 H -0.70252 2.16937 -0.29970  0.174
11 H 1.52313 0.16546 1.74809  0.223
12 H -2.35072 0.02199 0.89455  0.154
13 H 0.16749 -1.13722 -1.57712  0.178
14 H 1.35593 1.47943 0.64562  0.189
15 H -1.27952 -1.63210 -0.90139  0.204
16 H -1.19590 1.05674 1.88617  0.175
17 H 0.27701 1.72593 -2.66254  0.469
18 H 1.97049 -0.03479 -1.13643  0.496
19 H -1.41984 1.26601 -1.45139  0.195
20 H -0.38122 -1.48061 1.61773  0.493
21 H 1.14331 -2.17946 0.11832  0.494

Atoms 1-3, force components in eV/Å:
O 0.00 1.15 2.17
O -3.89 2.19 -7.52
O 1.45 -2.15 -0.97

Output
- LUMO (eV) = -0.272
- HOMO level (eV) = -9.7

Record 2
This record from OMol25 describes a 3-piece molecular cluster, C5H12O4 overall. The level of theory is the ωB97M-V functional and the def2-TZVPD basis.

Last column: natural (NBO) charge in e.
Element x y z (Å)
1 O 0.22807 0.67905 -2.69859  -0.822
2 O 1.35158 1.18079 -0.56179  -0.744
3 O -0.19176 -0.39367 -0.76691  -0.419
4 O 1.89098 -0.95666 -0.01087  -0.684
5 C -1.07431 0.98714 -3.06264  -0.226
6 C 0.44668 0.43869 2.26813  -0.693
7 C 0.94201 -0.03808 -0.32295  0.971
8 C -0.74474 -1.68902 1.56264  -0.678
9 C -0.45168 -0.24818 1.28004  0.139
10 H -1.44261 -2.10403 0.83957  0.246
11 H -1.68596 1.34795 -2.22264  0.129
12 H 1.33881 -0.15454 2.47016  0.229
13 H 2.75500 -0.52254 -0.06467  0.510
14 H -1.19476 -1.77796 2.55841  0.237
15 H 0.95767 1.30367 -1.63622  0.531
16 H -1.57038 0.11872 -3.51296  0.147
17 H 0.74144 1.43115 1.93124  0.256
18 H -1.05445 1.77653 -3.83250  0.149
19 H -0.10100 0.54116 3.21319  0.259
20 H 0.17676 -2.27256 1.55471  0.240
21 H -1.31734 0.35240 1.01463  0.223

Atoms 1-3, force components in eV/Å:
O 1.30 0.61 0.46
O 0.35 -1.02 0.54
O 0.46 -0.28 2.94

Output
- LUMO (spin up / spin down) (eV) = -1.104 / -1.107
- HOMO level (spin up / spin down) (eV) = -7.5 / -7.5

We obtain molar mass values of 136.15, 136.15 g/mol for the records listed above, in that order.
We obtain calculated total energy values of -13565.698, -13565.008 eV for the records listed above, in that order.
We obtain ΔE to the lowest compared entry with this formula, charge and spin values of 429.08, 495.69 kJ/mol for the records listed above, in that order.